Computed, not measured: 7 unconnected molecules or ions with the total composition C5H24N2O7 at a distorted geometry, with ωB97M-V/def2-TZVPD.

Summary:
**LUMO level**: 0.01184 Eh
**SMILES**: CNC(=O)CCCN.O.O.O.O.O.O
**HOMO**: -8.679 eV
**ΔE to the lowest compared entry with this formula, charge and spin**: 171.02 kJ/mol

Positions of all 38 atoms, in Å:
C1 0.56595 -3.17816 -0.92067
N1 0.98219 -1.80527 -0.81390
C2 0.28304 -0.80526 -1.38861
O1 -0.67346 -1.08147 -2.13320
C3 0.64934 0.61056 -1.09479
C4 -0.38552 1.71888 -1.29076
C5 -1.16943 2.05477 0.01079
N2 -2.33659 2.86060 -0.32599
H1 0.70472 -3.62598 0.08378
H2 1.23379 -3.83336 -1.44620
H3 -0.49415 -3.37067 -0.96073
H4 1.78999 -1.59946 -0.24818
H5 1.19167 0.67062 -0.14224
H6 1.32732 0.63237 -1.97153
H7 0.17329 2.59836 -1.59248
H8 -1.07960 1.60155 -2.09940
H9 -0.48329 2.54834 0.69973
H10 -1.47904 1.15240 0.54947
H11 -2.35323 3.67541 0.25317
H12 -3.07687 2.48486 -0.88173
O2 1.59434 -0.58782 1.88213
H13 2.02011 -0.18487 2.64165
H14 0.71752 -0.60310 2.28369
O3 0.90422 -0.90154 -4.84495
H15 0.33572 -1.44844 -4.27139
H16 0.36958 -0.11035 -4.93011
O4 -2.77603 -0.90984 -0.09244
H17 -3.60856 -1.35350 -0.17167
H18 -2.17977 -0.97319 -0.85275
O5 0.82555 -0.29376 4.41591
H19 -0.13720 -0.21428 4.45801
H20 1.03108 0.60353 4.72155
O6 3.69020 1.54043 1.44608
H21 2.88463 1.81068 0.99339
H22 4.15787 2.37705 1.55358
O7 -1.50614 -0.69802 2.45770
H23 -2.21014 -0.06748 2.32529
H24 -1.48311 -1.29459 1.69780

Forces on atoms 1 to 6 (eV/Å):
C 0.5876 -1.0337 2.8318
N -0.1354 0.5088 -0.5364
C -1.7476 -1.0466 0.5142
O 0.0215 0.2248 0.1135
C 0.7298 -0.3942 -1.2543
C 0.3577 0.0174 1.3895